Record 1
Here is a 5-piece molecular cluster, C33H45N2O3 overall in a non-equilibrium geometry from the Open Molecules 2025 dataset. Energies are from ωB97M-V/def2-TZVPD.

Computed properties:
* energy: -1619.367199 a.u.
* net charge: +1
* strongest force on any atom: 0.0461 hartree/bohr
* HOMO-LUMO gap: 7.309 eV

```
83
C33H45N2O3 (ωB97M-V/def2-TZVPD)
C 1.17 2.90 2.09
C 1.04 3.09 0.55
O -0.30 2.76 0.15
C 1.43 4.57 0.08
N 0.22 5.19 -0.50
C -0.38 6.15 0.46
C -1.69 6.68 -0.21
O -2.87 6.29 0.48
C -3.14 4.97 0.23
C -4.16 4.37 1.25
N -3.98 2.89 1.17
C -3.93 2.32 -0.22
C -3.57 3.33 -1.37
O -3.67 4.71 -1.06
H 0.28 3.22 2.67
H 2.05 3.42 2.52
H 1.31 1.81 2.28
H 1.69 2.33 0.07
H -0.47 1.85 0.39
H 2.22 4.44 -0.68
H 1.79 5.11 0.97
H 0.48 5.69 -1.35
H 0.33 6.96 0.75
H -0.67 5.57 1.36
H -1.71 6.30 -1.25
H -1.67 7.79 -0.29
H -2.19 4.36 0.36
H -5.16 4.59 0.81
H -4.06 4.79 2.26
H -4.77 2.47 1.65
H -3.15 2.61 1.71
H -3.14 1.54 -0.22
H -4.88 1.77 -0.38
H -4.29 3.14 -2.19
H -2.56 3.15 -1.80
C 2.19 -2.70 3.74
C 0.93 -2.82 3.18
C 0.61 -2.14 2.01
C 1.57 -1.35 1.39
C 2.84 -1.24 1.94
C 3.15 -1.90 3.12
H 2.44 -3.22 4.66
H 0.18 -3.44 3.67
H -0.38 -2.23 1.58
H 1.33 -0.83 0.47
H 3.59 -0.62 1.45
H 4.14 -1.81 3.55
C -2.93 2.65 -7.27
C -3.41 3.62 -6.39
C -2.68 3.93 -5.25
C -1.48 3.28 -4.99
C -1.00 2.32 -5.87
C -1.73 2.00 -7.01
H -3.50 2.41 -8.16
H -4.34 4.13 -6.60
H -3.05 4.68 -4.56
H -0.91 3.53 -4.10
H -0.07 1.82 -5.67
H -1.37 1.25 -7.69
C 4.30 -5.26 -2.01
C 4.97 -6.28 -1.33
C 4.89 -6.36 0.05
C 4.14 -5.43 0.76
C 3.48 -4.41 0.08
C 3.56 -4.33 -1.30
H 4.37 -5.20 -3.09
H 5.54 -7.01 -1.89
H 5.41 -7.15 0.58
H 4.08 -5.49 1.84
H 2.89 -3.68 0.64
H 3.05 -3.53 -1.83
C 1.28 -6.87 2.22
C 0.36 -7.80 1.77
C -0.46 -8.47 2.69
C -0.35 -8.19 4.04
C 0.57 -7.25 4.49
C 1.39 -6.59 3.58
H 1.92 -6.35 1.51
H 0.27 -8.01 0.72
H -1.17 -9.20 2.34
H -0.98 -8.70 4.75
H 0.66 -7.03 5.55
H 2.12 -5.86 3.93
```

Record 2
Here is C33H45N9O6PPtSSi2 as an isolated structure in a non-equilibrium geometry from the Open Molecules 2025 dataset. Energies are from ωB97M-V/def2-TZVPD.

Computed properties:
* energy: -3666.415027 a.u.
* net charge: +1
* strongest force on any atom: 0.0227 hartree/bohr
* HOMO-LUMO gap (spin up / spin down): 4.888 / 5.526 eV
* spin multiplicity: 5

```
98
C33H45N9O6PPtSSi2 (ωB97M-V/def2-TZVPD)
Pt -0.44 0.57 0.21
C 2.77 2.12 0.71
Si 1.47 1.14 1.57
C 2.27 -0.42 2.16
C 0.85 2.20 2.98
C 1.75 2.65 3.96
C 1.32 3.48 4.99
C -0.01 3.87 5.06
C -0.91 3.43 4.10
C -0.49 2.59 3.06
Si -1.70 2.03 1.77
C -3.10 1.09 2.58
C -2.58 3.56 1.16
H 3.51 2.41 1.47
H 2.39 3.05 0.26
H 3.28 1.55 -0.06
H 2.90 -0.17 3.02
H 2.92 -0.84 1.38
H 1.58 -1.20 2.46
H 2.79 2.35 3.92
H 2.03 3.82 5.73
H -0.34 4.52 5.86
H -1.95 3.75 4.16
H -3.33 1.67 3.48
H -2.86 0.07 2.88
H -3.99 1.07 1.94
H -3.37 3.75 1.89
H -3.06 3.46 0.18
H -1.93 4.44 1.14
N -0.16 3.79 -1.12
C -1.14 3.18 -1.81
N -1.74 3.90 -2.75
C -2.60 3.22 -3.50
N -3.29 3.90 -4.43
N -2.82 1.89 -3.43
C -2.16 1.27 -2.48
N -1.38 1.87 -1.57
C -2.24 -0.23 -2.48
C -2.98 -0.88 -3.46
C -2.91 -2.26 -3.55
C -2.07 -2.94 -2.69
C -1.37 -2.22 -1.74
N -1.47 -0.90 -1.61
H -0.10 4.79 -1.20
H 0.20 3.35 -0.29
H -3.08 4.87 -4.58
H -3.87 3.40 -5.07
H -3.58 -0.28 -4.13
H -3.48 -2.79 -4.31
H -1.96 -4.01 -2.75
H -0.71 -2.73 -1.05
C -0.36 -4.62 2.86
C -0.11 -4.17 1.44
O 0.08 -2.72 1.33
P -1.03 -1.61 1.51
O -2.32 -2.35 0.95
C -3.56 -1.67 0.61
C -4.60 -1.94 1.66
O -1.40 -1.54 3.05
C -0.56 -0.94 4.07
C -1.35 -0.90 5.35
H -0.46 -5.71 2.87
H -1.27 -4.18 3.26
H 0.48 -4.35 3.51
H -0.93 -4.46 0.79
H 0.81 -4.59 1.05
H -3.86 -2.08 -0.36
H -3.37 -0.60 0.48
H -4.82 -3.00 1.72
H -5.52 -1.41 1.40
H -4.27 -1.60 2.64
H -0.26 0.06 3.77
H 0.33 -1.55 4.20
H -2.24 -0.26 5.25
H -0.73 -0.49 6.15
H -1.68 -1.90 5.64
O 6.38 -4.58 -6.05
S 5.83 -4.35 -4.75
O 4.57 -4.94 -4.42
O 6.77 -4.11 -3.65
C 5.40 -2.33 -4.80
N 6.12 -1.66 -5.63
C 5.79 -0.35 -5.62
C 4.82 0.16 -4.80
C 4.13 -0.71 -3.93
N 4.49 -2.02 -3.96
C 3.10 -0.35 -3.02
C 2.54 0.97 -2.91
C 1.59 1.25 -1.99
N 1.10 0.27 -1.14
C 1.63 -1.00 -1.21
C 2.59 -1.33 -2.11
H 6.36 0.29 -6.29
H 4.61 1.22 -4.80
H 2.87 1.77 -3.56
H 1.19 2.24 -1.90
H 1.26 -1.73 -0.51
H 2.97 -2.34 -2.14
```

Record 3
Here is C33H46Cl2GaN6O2S as an isolated structure in a non-equilibrium geometry from the Open Molecules 2025 dataset. Energies are from ωB97M-V/def2-TZVPD.

Computed properties:
* energy: -5007.397115 a.u.
* net charge: +1
* strongest force on any atom: 0.0279 hartree/bohr
* HOMO-LUMO gap: 7.703 eV

```
91
C33H46Cl2GaN6O2S (ωB97M-V/def2-TZVPD)
Ga -0.60 0.76 0.36
C 0.29 -1.85 -4.28
C -0.74 -1.39 -3.24
C -1.91 -2.38 -3.25
C -1.19 0.02 -3.52
C -2.07 0.25 -4.58
C -2.49 1.52 -4.89
C -2.01 2.61 -4.19
C -1.13 2.43 -3.13
C -0.47 3.62 -2.47
C -1.42 4.79 -2.22
C 0.70 4.06 -3.37
C -0.75 1.13 -2.78
N 0.07 0.94 -1.66
C 1.25 0.44 -1.79
C 2.03 0.12 -0.67
C 3.34 -0.38 -0.68
C 3.71 -0.48 0.65
C 2.64 -0.05 1.44
N 1.59 0.29 0.62
C 2.81 0.18 2.93
C 3.00 1.69 3.14
C 1.68 -0.36 3.82
C 4.10 -0.51 3.41
H 0.60 -2.88 -4.08
H 1.18 -1.22 -4.29
H -0.15 -1.82 -5.27
H -0.28 -1.42 -2.25
H -2.34 -2.47 -4.24
H -2.69 -2.08 -2.56
H -1.56 -3.37 -2.96
H -2.42 -0.58 -5.16
H -3.18 1.67 -5.71
H -2.32 3.60 -4.48
H -0.04 3.31 -1.50
H -1.80 5.20 -3.16
H -0.91 5.58 -1.69
H -2.26 4.45 -1.62
H 0.33 4.38 -4.34
H 1.40 3.24 -3.53
H 1.24 4.88 -2.91
H 1.69 0.30 -2.78
H 3.95 -0.56 -1.55
H 4.68 -0.79 0.99
H 2.18 2.26 2.73
H 3.91 2.02 2.65
H 3.08 1.91 4.20
H 0.74 0.14 3.64
H 1.95 -0.20 4.86
H 1.58 -1.44 3.67
H 4.99 -0.06 2.97
H 4.11 -1.58 3.20
H 4.18 -0.40 4.49
N -0.87 -1.12 1.94
C -1.16 -2.25 1.07
C -1.67 -3.52 1.74
C -0.57 -4.38 2.39
C 0.19 -5.30 1.42
N 0.77 -4.64 0.26
C 1.66 -3.65 0.28
N 2.26 -3.27 1.40
N 1.97 -3.03 -0.86
C -2.16 -1.71 0.00
O -3.10 -2.39 -0.35
O -1.83 -0.56 -0.43
H -0.05 -1.30 2.51
H -1.66 -0.95 2.56
H -0.25 -2.44 0.49
H -2.20 -4.10 0.98
H -2.41 -3.25 2.49
H -1.03 -5.03 3.13
H 0.13 -3.72 2.92
H -0.51 -6.04 1.03
H 0.97 -5.85 1.97
H 0.35 -4.84 -0.63
H 2.19 -3.82 2.24
H 2.89 -2.46 1.39
H 1.46 -3.21 -1.71
H 2.57 -2.19 -0.84
Cl -0.22 2.07 2.51
C -1.60 3.06 2.72
C -1.76 3.73 3.92
C -2.87 4.53 4.10
C -3.81 4.64 3.09
C -3.64 3.97 1.89
Cl -4.79 4.14 0.63
C -2.52 3.14 1.67
S -2.35 2.30 0.15
H -1.01 3.63 4.68
H -3.01 5.06 5.03
H -4.68 5.25 3.22
```

Record 4
Here is C33H46HfNP3 as an isolated structure in a non-equilibrium geometry from the Open Molecules 2025 dataset. Energies are from ωB97M-V/def2-TZVPD.

Computed properties:
* energy: -2411.215104 a.u.
* net charge: +2
* strongest force on any atom: 0.1600 hartree/bohr
* HOMO-LUMO gap: 3.217 eV

```
84
C33H46HfNP3 (ωB97M-V/def2-TZVPD)
P -4.62 -2.63 -3.34
P -4.84 -3.41 -0.34
C -5.78 -4.04 -2.92
C -6.24 -3.97 -1.47
H -5.23 -4.98 -3.12
H -6.63 -3.99 -3.61
H -7.05 -3.24 -1.35
H -6.59 -4.95 -1.11
C -4.27 -5.09 0.16
H -3.59 -4.99 1.02
H -3.74 -5.57 -0.67
H -5.13 -5.71 0.45
C -5.87 -3.03 1.14
H -6.53 -3.87 1.38
H -6.46 -2.13 0.93
H -5.20 -2.83 1.98
C -3.98 -3.31 -4.94
H -3.39 -2.53 -5.43
H -4.81 -3.61 -5.58
H -3.34 -4.17 -4.72
C -5.89 -1.49 -4.03
H -6.49 -1.07 -3.22
H -6.54 -2.03 -4.74
H -5.38 -0.67 -4.56
Hf 0.82 0.54 -0.52
C -1.09 0.02 0.68
C -0.37 -1.20 0.51
C -0.74 -2.27 -0.52
C -0.13 -2.09 -1.92
C 0.03 -0.64 -2.37
C -0.96 0.33 -2.20
C -2.33 0.10 -1.60
C -2.39 0.30 -0.07
C 1.40 1.96 -2.12
H -1.04 0.52 1.66
H 0.22 -1.60 1.34
H -1.84 -2.37 -0.60
H -0.38 -3.24 -0.13
H 0.86 -2.56 -1.95
H -0.75 -2.63 -2.65
H 0.82 -0.51 -3.13
H -0.95 1.26 -2.79
H -2.73 -0.89 -1.88
H -3.02 0.84 -2.05
H -2.69 1.34 0.14
H -3.22 -0.31 0.32
H 1.53 2.99 -1.72
H 0.73 2.05 -3.01
H 2.41 1.67 -2.53
N 2.29 1.16 0.61
P 3.31 1.97 1.54
C 2.42 3.04 2.67
C 1.04 3.20 2.49
C 0.32 4.10 3.27
C 0.98 4.88 4.23
C 2.36 4.74 4.40
C 3.08 3.81 3.65
C 4.37 0.87 2.46
C 5.65 0.53 1.99
C 6.45 -0.37 2.71
C 5.95 -0.96 3.88
C 4.67 -0.64 4.32
C 3.87 0.28 3.62
C 4.53 3.04 0.73
C 4.49 3.18 -0.66
C 5.47 3.94 -1.31
C 6.46 4.59 -0.58
C 6.49 4.47 0.81
C 5.54 3.68 1.46
H 0.53 2.63 1.71
H -0.76 4.20 3.12
H 0.42 5.60 4.82
H 2.89 5.37 5.12
H 4.14 3.70 3.82
H 6.04 0.98 1.07
H 7.45 -0.59 2.35
H 6.58 -1.65 4.44
H 4.28 -1.09 5.24
H 2.88 0.54 3.98
H 3.69 2.70 -1.23
H 5.46 4.03 -2.40
H 7.22 5.19 -1.09
H 7.24 5.00 1.39
H 5.62 3.56 2.55
```

Record 5
Here is C33H47Br2N4O2SiTl as an isolated structure in a non-equilibrium geometry from the Open Molecules 2025 dataset. Energies are from ωB97M-V/def2-TZVPD.

Computed properties:
* energy: -7264.769698 a.u.
* net charge: +2
* strongest force on any atom: 0.0209 hartree/bohr
* HOMO-LUMO gap: 7.375 eV

```
90
C33H47Br2N4O2SiTl (ωB97M-V/def2-TZVPD)
Tl -0.42 -1.29 1.51
C -0.87 -3.61 5.44
C -0.94 -2.62 4.46
N -0.12 -2.60 3.42
C 0.82 -3.55 3.28
C 0.96 -4.59 4.22
C 0.07 -4.60 5.31
C 1.97 -5.58 4.04
C 2.80 -5.54 2.98
C 2.69 -4.50 2.00
C 3.53 -4.43 0.87
C 3.38 -3.40 -0.02
C 2.39 -2.44 0.22
N 1.60 -2.49 1.27
C 1.72 -3.50 2.15
H -1.56 -3.59 6.27
H -1.67 -1.83 4.53
H 0.14 -5.40 6.04
H 2.06 -6.36 4.79
H 3.56 -6.29 2.84
H 4.28 -5.19 0.72
H 4.00 -3.32 -0.90
H 2.26 -1.61 -0.46
N -2.92 -1.01 1.50
C -3.72 -2.12 0.92
C -3.19 -2.57 -0.44
C -1.96 -3.46 -0.31
O -1.96 -4.61 -0.69
O -0.88 -2.90 0.22
H -3.27 -0.82 2.43
H -3.07 -0.18 0.94
H -4.76 -1.80 0.81
H -3.70 -2.96 1.63
H -2.94 -1.70 -1.05
H -3.95 -3.15 -0.95
C -2.92 3.36 4.35
C -1.63 2.64 4.08
C -0.40 3.09 4.55
C 0.75 2.38 4.24
C 0.63 1.24 3.47
Br 2.20 0.29 3.01
N -0.53 0.78 3.02
C -1.63 1.48 3.33
H -2.77 4.25 4.95
H -3.62 2.71 4.88
H -3.39 3.66 3.41
H -0.34 3.98 5.16
H 1.72 2.70 4.58
H -2.57 1.10 2.94
C -2.44 1.80 -2.47
C -1.29 2.77 -2.81
C -1.56 3.40 -4.19
C -1.30 3.88 -1.75
Si 0.42 1.89 -2.90
Br 0.12 0.40 -0.37
C 1.99 2.84 -2.33
C 2.17 4.03 -3.29
C 1.90 3.38 -0.89
C 3.24 1.96 -2.40
C 0.62 0.38 -4.07
C 1.24 0.90 -5.39
C -0.73 -0.29 -4.39
C 1.53 -0.71 -3.48
H -3.37 2.38 -2.43
H -2.29 1.34 -1.50
H -2.57 1.03 -3.22
H -2.50 3.95 -4.15
H -1.65 2.65 -4.98
H -0.78 4.11 -4.47
H -2.29 4.33 -1.71
H -0.59 4.67 -1.98
H -1.08 3.47 -0.75
H 1.35 4.75 -3.22
H 2.25 3.71 -4.33
H 3.09 4.56 -3.03
H 1.05 4.04 -0.74
H 2.80 3.95 -0.68
H 1.83 2.56 -0.17
H 3.45 1.61 -3.41
H 3.15 1.09 -1.74
H 4.10 2.54 -2.07
H 0.61 1.66 -5.86
H 1.32 0.07 -6.09
H 2.24 1.31 -5.24
H -1.41 0.39 -4.90
H -1.20 -0.67 -3.49
H -0.55 -1.14 -5.05
H 2.53 -0.35 -3.25
H 1.64 -1.51 -4.22
H 1.09 -1.14 -2.58
```